No. 1
The following is a DFT calculation (ωB97M-V/def2-TZVPD) of a cluster of 4 separate species, C20H50BO11S in total in a non-equilibrium geometry.

```
! wB97M-V def2-TZVPD RIJCOSX def2/J DEFGRID3
* xyz 1 1
C 6.46911 -1.21156 -1.02596
O 5.03853 -1.04166 -1.25507
B 4.57003 0.16134 -0.77866
O 5.23184 1.38648 -0.79614
S 2.79723 0.14690 -0.05924
C 1.86867 -0.91404 -1.28556
H 6.64338 -2.30594 -1.03037
H 6.78037 -0.83186 -0.03319
H 7.06672 -0.78617 -1.85034
H 4.76299 1.92918 -1.44744
H 2.79680 -0.49094 1.16694
H 2.56533 -1.58432 -1.82559
H 1.07644 -1.51866 -0.81282
H 1.43651 -0.20404 -2.01240
C 1.98514 4.56225 -0.53462
O 1.64904 4.72556 -1.89919
C 1.76764 3.54773 -2.67211
C 0.53914 3.30060 -3.53688
O -0.66092 2.99126 -2.84072
C -1.26632 4.00383 -2.03675
C -1.81032 5.21302 -2.78318
O -0.76940 5.99825 -3.34230
C -0.99341 6.37837 -4.68893
H 3.06629 4.67116 -0.39418
H 1.47890 5.34300 0.03257
H 1.65241 3.59371 -0.14544
H 1.94162 2.66901 -2.03650
H 2.63929 3.67634 -3.32649
H 0.74975 2.41736 -4.14863
H 0.38066 4.11440 -4.24275
H -0.60063 4.30100 -1.22680
H -2.11810 3.51256 -1.55784
H -2.36453 5.84417 -2.08001
H -2.51064 4.87362 -3.55372
H -1.43887 5.56648 -5.27054
H -0.02841 6.62574 -5.13081
H -1.63734 7.26138 -4.73029
C -3.67366 -4.30360 0.89392
O -2.32933 -4.21492 1.33524
C -2.12250 -4.74873 2.63628
C -0.90781 -5.66194 2.67302
O -0.98758 -6.86792 1.92681
C -1.06445 -6.73976 0.51323
C 0.15206 -6.11275 -0.14785
O 0.24571 -4.73764 0.21706
C 1.52349 -4.30115 0.61530
H -4.24726 -3.44218 1.25074
H -3.67116 -4.29551 -0.19702
H -4.15012 -5.23097 1.22229
H -3.00608 -5.28836 2.99026
H -1.94033 -3.90984 3.31816
H -0.76738 -5.97482 3.71115
H -0.00366 -5.11374 2.40678
H -1.97842 -6.22525 0.21914
H -1.16248 -7.76076 0.13507
H 0.04558 -6.17313 -1.23620
H 1.05157 -6.67110 0.13256
H 2.04351 -5.04717 1.22101
H 1.39156 -3.39928 1.21863
H 2.12298 -4.05340 -0.26961
C -3.03226 2.67935 3.95377
O -2.64102 2.31180 2.64236
C -1.45873 2.94734 2.19070
C -0.48074 1.96038 1.56865
O 0.10164 1.00849 2.45623
C -0.74094 0.01209 3.03739
C -1.33727 -0.99957 2.06991
O -2.29482 -0.40418 1.21078
C -2.14172 -0.75303 -0.15063
H -3.62623 3.59770 3.92847
H -3.64745 1.87535 4.35881
H -2.17072 2.81050 4.61479
H -0.96059 3.48803 3.00200
H -1.75141 3.67479 1.42468
H 0.36158 2.54485 1.18432
H -0.91498 1.46407 0.70029
H -1.50722 0.47036 3.66052
H -0.09273 -0.54288 3.72239
H -1.84541 -1.78406 2.63842
H -0.52830 -1.47121 1.49799
H -1.08668 -0.78536 -0.44395
H -2.63887 0.01037 -0.74904
H -2.61115 -1.72086 -0.34861
*
```

Output
E_HOMO, eV: -11.10
Orbital gap, Ha: 0.2554


No. 2
The following is a DFT calculation (ωB97M-V/def2-TZVPD) of a cluster of 4 separate species, C20H50N3O6 in total in a non-equilibrium geometry.

```
! wB97M-V def2-TZVPD RIJCOSX def2/J DEFGRID3
* xyz -1 1
C 1.20249 -5.35308 6.94323
C 1.79084 -6.48924 5.90541
H 0.66707 -5.82559 7.87036
H 0.50766 -4.61798 6.35446
H 2.93204 -6.19709 5.72068
H 1.70461 -7.55259 6.42331
H 1.17768 -6.47430 4.88731
C 2.32629 -4.68674 -1.51343
O 1.86897 -3.58207 -0.74159
C 0.57357 -3.11733 -1.14489
C -0.45333 -3.37634 -0.03328
N -0.73276 -4.81010 0.10128
C -1.52135 -5.13953 1.29559
C -0.85644 -4.89366 2.66446
O 0.26301 -5.74221 2.92232
C 1.50182 -5.24726 2.43378
H 3.35288 -4.90424 -1.21528
H 1.71562 -5.57098 -1.31940
H 2.31416 -4.44666 -2.58033
H 0.25545 -3.55541 -2.09780
H 0.66251 -2.03530 -1.29397
H -1.38228 -2.84771 -0.27175
H -0.04994 -2.96601 0.89695
H 0.14717 -5.31744 0.14863
H -1.75935 -6.20698 1.22445
H -2.47504 -4.60241 1.25466
H -1.59869 -5.14259 3.43164
H -0.60018 -3.84086 2.82768
H 1.55033 -4.15352 2.44300
H 1.68737 -5.62958 1.42707
H 2.29929 -5.63118 3.07724
C -0.74136 0.85574 -3.31961
O -1.47506 0.14748 -2.32701
C -1.44383 0.78982 -1.04516
C -2.84424 1.29542 -0.67029
N -3.23545 2.43257 -1.51035
C -4.64775 2.80690 -1.36179
C -5.69798 1.78330 -1.83676
O -5.69477 1.56685 -3.24844
C -4.78552 0.56804 -3.68884
H -0.72728 0.24844 -4.22573
H -1.22453 1.80768 -3.54935
H 0.28906 1.02456 -2.99433
H -0.70033 1.59396 -1.00377
H -1.14205 0.02546 -0.32018
H -2.84551 1.60461 0.38027
H -3.54310 0.46216 -0.78728
H -3.06695 2.19916 -2.48557
H -4.78709 3.72563 -1.94289
H -4.84173 3.06554 -0.31530
H -6.68365 2.20280 -1.60450
H -5.64143 0.83459 -1.29137
H -4.64402 -0.22685 -2.94936
H -3.82667 1.02273 -3.94944
H -5.18892 0.11918 -4.60164
C 5.12854 4.73165 0.82953
O 3.85356 4.98949 1.40672
C 3.38264 6.31933 1.14891
C 2.14592 6.27785 0.24001
N 2.50763 5.87212 -1.12249
C 1.34461 5.58634 -1.97247
C 0.47264 4.37603 -1.58366
O 1.13647 3.11908 -1.72195
C 1.88312 2.71899 -0.58145
H 5.45595 3.74566 1.16228
H 5.06321 4.72420 -0.26047
H 5.86110 5.47410 1.15844
H 4.16697 6.96232 0.73353
H 3.09102 6.74057 2.11764
H 1.68721 7.27185 0.21156
H 1.43008 5.57818 0.68096
H 3.08510 5.03636 -1.07841
H 1.73469 5.40927 -2.98126
H 0.71587 6.48122 -2.03220
H -0.36712 4.34557 -2.28745
H 0.02471 4.47904 -0.58895
H 1.44376 3.07717 0.35523
H 2.91771 3.05861 -0.67277
H 1.90332 1.62525 -0.55439
*
```

Output
E_HOMO, eV: -0.27
Orbital gap, Ha: 0.0832


No. 3
The following is a DFT calculation (ωB97M-V/def2-TZVPD) of a structure of composition C20H51AlF3O8S in a non-equilibrium geometry.

```
! wB97M-V def2-TZVPD RIJCOSX def2/J DEFGRID3
* xyz -1 1
O -0.83648 -0.80235 1.30631
S -2.35634 -0.57094 1.08032
O -3.07628 -1.03702 2.40193
C -3.00068 -1.68776 -0.28050
Al -2.65269 -1.00749 -2.19082
C -1.18799 -2.13460 -3.10296
C 0.10783 -1.26641 -3.62938
O 0.91613 -0.74778 -2.51560
C 1.14570 0.70172 -2.61281
C 0.97945 1.29347 -1.05745
F 1.49794 2.67605 -0.94702
F 1.63324 0.30271 -0.17152
F -0.48211 1.34546 -0.80105
H -2.58805 0.80050 0.88628
H -4.16364 -1.78481 -0.12244
H -2.45211 -2.73398 -0.15124
H -4.00341 -1.29306 -3.02443
H -2.41876 0.56697 -2.28783
H -0.82805 -2.93503 -2.32170
H -1.63262 -2.68500 -4.06138
H 0.80472 -2.04384 -4.20810
H -0.17888 -0.45355 -4.44278
H 0.36157 1.28993 -3.25161
H 2.26012 0.99342 -2.91885
C -0.30865 5.61031 0.31183
C -0.83367 5.22476 1.68564
C 0.26190 5.29544 2.73747
O -1.35649 3.89982 1.63663
H 0.48598 4.92775 -0.00981
H -1.10496 5.54307 -0.43714
H 0.08648 6.63097 0.31238
H -1.65638 5.89163 1.96570
H 1.07681 4.60169 2.50186
H -0.12734 5.00344 3.71876
H 0.67419 6.30663 2.81078
H -0.63284 3.30073 1.38868
C 3.54665 5.17708 -4.17382
C 2.02847 5.18203 -4.25613
C 1.40713 5.76542 -2.99708
O 1.56110 3.84811 -4.43896
H 3.89165 4.56282 -3.33451
H 3.97973 4.74332 -5.08151
H 3.93853 6.19130 -4.04880
H 1.70904 5.76363 -5.12774
H 1.67627 5.17201 -2.11599
H 0.31404 5.75122 -3.06525
H 1.73485 6.79728 -2.83671
H 1.84016 3.32435 -3.66964
C 2.51671 -0.99710 3.17505
C 2.05365 -2.08272 4.13351
C 2.01853 -3.44287 3.45503
O 0.75168 -1.76221 4.61661
H 1.83411 -0.90994 2.32226
H 2.52534 -0.02188 3.67351
H 3.52246 -1.20649 2.79756
H 2.72430 -2.12024 4.99885
H 1.31824 -3.44246 2.61213
H 1.67164 -4.21230 4.15313
H 3.00931 -3.72564 3.08589
H 0.14941 -1.72675 3.85500
C -5.27366 -2.69234 -7.58070
C -4.64483 -3.07660 -6.25082
C -5.44959 -4.15926 -5.54954
O -4.57104 -1.92580 -5.41331
H -6.28433 -2.29437 -7.43590
H -4.69067 -1.90373 -8.06835
H -5.33034 -3.55334 -8.25400
H -3.62051 -3.42804 -6.41594
H -6.46654 -3.81331 -5.33270
H -4.99222 -4.41696 -4.58824
H -5.51160 -5.06426 -6.16191
H -5.47614 -1.60683 -5.26131
C 2.33631 -4.84242 8.91115
C 3.48790 -4.26871 8.10100
C 3.46307 -2.74851 8.10222
O 3.40280 -4.74131 6.75912
H 1.37130 -4.53945 8.48954
H 2.35980 -5.93725 8.89124
H 2.38232 -4.50992 9.95287
H 4.43954 -4.62163 8.51308
H 2.53798 -2.37125 7.65191
H 4.29019 -2.34966 7.50516
H 3.54283 -2.35317 9.11967
H 2.56081 -4.43266 6.38517
*
```

Output
E_HOMO, eV: -5.27
Orbital gap, Ha: 0.2844